1.
# C40H68N10

A cluster of 10 separate species, C40H68N10 in total (ωB97M-V with the def2-TZVPD basis set, the Open Molecules 2025 dataset).

Structure (XYZ):
```
118
Properties=species:S:1:pos:R:3:mulliken_spin:R:1
C 11.299 3.126 -20.887 0.08
C 11.993 1.773 -20.761 0.75
C 12.158 0.959 -22.070 0.36
C 12.477 1.798 -23.275 0.12
N 12.703 2.509 -24.209 -0.02
H 10.363 3.123 -21.446 -0.14
H 12.016 3.815 -21.334 -0.03
H 10.973 3.511 -19.921 -0.11
H 11.540 1.068 -20.064 0.26
H 12.940 1.943 -20.248 -0.29
H 11.261 0.345 -22.144 -0.11
H 12.950 0.236 -21.873 -0.26
C 2.370 0.288 -19.593 0.00
C 3.748 1.214 -19.985 0.00
C 3.976 2.299 -18.864 0.00
C 4.485 1.798 -17.573 0.00
N 4.906 1.340 -16.607 0.00
H 2.668 -0.363 -18.771 0.00
H 2.145 -0.271 -20.502 0.00
H 1.537 0.923 -19.292 0.00
H 3.410 1.645 -20.927 0.00
H 4.630 0.592 -20.136 0.00
H 3.059 2.873 -18.733 -0.01
H 4.692 3.022 -19.257 0.01
C 9.300 1.230 -14.978 0.12
C 9.335 2.038 -16.335 0.30
C 9.953 3.441 -16.191 0.25
C 9.195 4.283 -15.297 -0.01
N 8.588 4.974 -14.541 0.01
H 10.239 1.287 -14.427 -0.09
H 9.222 0.146 -15.052 -0.18
H 8.512 1.607 -14.326 0.07
H 8.355 2.129 -16.804 -0.10
H 9.968 1.499 -17.040 0.21
H 9.811 3.886 -17.176 0.06
H 11.029 3.384 -16.029 -0.23
C 2.531 -4.090 -23.174 0.00
C 3.405 -4.711 -22.031 0.00
C 4.053 -3.610 -21.118 -0.02
C 4.776 -2.472 -21.678 0.02
N 5.533 -1.600 -22.029 -0.01
H 3.104 -3.304 -23.666 0.00
H 1.566 -3.782 -22.770 0.00
H 2.273 -4.840 -23.921 0.00
H 4.168 -5.388 -22.414 0.00
H 2.841 -5.444 -21.453 0.00
H 4.809 -3.963 -20.417 0.01
H 3.307 -3.200 -20.437 0.00
C 4.962 4.725 -24.089 0.00
C 4.138 5.680 -24.905 0.00
C 4.892 6.815 -25.576 0.00
C 4.159 8.067 -25.591 0.00
N 3.577 9.077 -25.672 0.00
H 5.709 4.334 -24.780 0.00
H 4.385 3.809 -23.968 0.00
H 5.371 5.037 -23.128 0.01
H 3.460 6.154 -24.194 0.00
H 3.448 5.095 -25.512 0.00
H 5.175 6.613 -26.609 0.00
H 5.837 7.052 -25.085 0.00
C 9.300 5.928 -22.868 -0.05
C 10.090 5.057 -23.822 0.01
C 10.011 5.349 -25.272 0.01
C 8.626 5.518 -25.774 0.01
N 7.522 5.675 -26.035 0.00
H 8.220 5.851 -22.993 0.01
H 9.605 6.975 -22.874 -0.01
H 9.413 5.680 -21.812 0.02
H 9.599 4.086 -23.764 0.02
H 11.157 5.026 -23.601 0.00
H 10.197 4.461 -25.877 0.00
H 10.802 6.000 -25.644 -0.01
C 7.459 1.554 -24.970 0.01
C 8.790 0.827 -24.644 -0.06
C 8.594 -0.698 -24.625 0.04
C 8.002 -1.380 -25.807 0.01
N 7.615 -1.920 -26.767 -0.01
H 7.252 1.552 -26.040 0.01
H 7.645 2.606 -24.751 -0.01
H 6.619 1.228 -24.357 0.00
H 8.995 1.266 -23.667 0.06
H 9.586 1.038 -25.358 -0.02
H 7.849 -0.952 -23.871 0.06
H 9.550 -1.198 -24.466 -0.04
C 10.270 7.545 -16.163 -0.03
C 10.540 8.627 -17.233 0.06
C 9.252 8.943 -18.030 -0.01
C 8.598 7.806 -18.756 0.09
N 8.086 6.920 -19.275 -0.07
H 9.956 6.668 -16.729 0.06
H 9.406 7.711 -15.519 -0.01
H 11.206 7.521 -15.604 -0.03
H 11.401 8.286 -17.808 -0.02
H 10.864 9.529 -16.714 -0.01
H 9.624 9.661 -18.760 -0.01
H 8.504 9.416 -17.394 0.00
C 8.651 -2.755 -19.301 0.19
C 8.604 -1.476 -18.412 0.72
C 7.604 -1.685 -17.257 -0.18
C 6.315 -2.270 -17.767 0.14
N 5.316 -2.705 -18.180 -0.02
H 9.220 -2.510 -20.198 -0.28
H 7.722 -2.967 -19.830 0.09
H 8.919 -3.632 -18.712 -0.02
H 8.120 -0.665 -18.956 0.23
H 9.580 -1.200 -18.013 -0.52
H 7.463 -0.751 -16.714 0.10
H 7.967 -2.358 -16.480 -0.09
N 6.825 3.681 -21.567 -0.03
C 7.643 3.505 -20.491 0.10
C 7.861 2.178 -20.246 -1.75
C 7.096 1.478 -21.229 0.37
C 6.481 2.420 -22.009 -0.14
H 6.648 4.574 -22.006 0.00
H 8.103 4.379 -20.053 0.04
H 8.454 1.706 -19.477 0.83
H 7.071 0.410 -21.383 0.11
H 5.905 2.343 -22.920 0.00
```

Properties
Lowest unoccupied orbital energy (spin up / spin down) ... 2.1 / 2.1 eV
Total charge ... -1
Highest occupied orbital energy (spin up / spin down) ... 0.160 / -6.351 eV
2S+1 ... 2
DFT total energy ... -57478.6448 eV
Frontier orbital gap (spin up / spin down) ... 1.946 / 8.405 eV

2.
# C60H42N9O5SSn

A structure of composition C60H42N9O5SSn (ωB97M-V with the def2-TZVPD basis set, the Open Molecules 2025 dataset).

Structure (XYZ):
```
118
Properties=species:S:1:pos:R:3:mulliken_charge:R:1
Sn 21.116 11.300 19.104 0.85
C 18.451 6.208 10.572 -0.79
O 19.018 7.508 10.923 -0.44
C 19.328 7.755 12.223 0.73
C 18.963 7.018 13.365 -0.74
C 19.308 7.495 14.622 -0.17
C 19.995 8.676 14.845 -0.86
C 20.353 9.377 13.700 -0.12
C 20.019 8.941 12.438 -0.86
C 20.307 9.171 16.219 1.19
C 19.251 9.568 17.100 0.27
C 17.861 9.454 16.780 -1.15
C 17.097 9.921 17.827 -1.25
C 18.002 10.318 18.870 0.03
N 19.315 10.106 18.409 -0.01
C 17.569 10.752 20.169 1.41
C 18.507 11.163 21.187 0.20
C 18.136 11.589 22.514 -1.10
C 19.285 11.940 23.184 -1.18
C 20.396 11.533 22.370 0.37
C 21.767 11.592 22.771 0.71
C 22.059 12.188 24.109 -0.67
C 22.606 11.468 25.169 -0.11
C 22.874 12.059 26.396 -0.73
C 22.712 13.456 26.533 0.64
O 23.067 14.274 27.578 -0.42
C 23.337 13.791 28.934 -0.74
C 22.136 14.163 25.462 -0.75
C 21.841 13.547 24.270 -0.08
C 22.816 11.149 21.934 0.24
N 22.765 10.756 20.581 -0.04
C 24.018 10.334 20.209 0.38
C 24.450 9.697 19.018 0.97
C 25.915 9.420 18.772 -0.33
C 26.405 8.121 18.501 -0.43
C 27.737 7.872 18.214 -0.51
C 28.694 8.903 18.281 0.59
O 30.026 8.797 18.037 -0.45
C 30.659 7.467 18.102 -0.79
C 28.213 10.204 18.614 -0.86
C 26.876 10.454 18.802 -0.35
C 23.545 9.427 17.936 0.45
C 23.929 8.853 16.661 -1.10
C 22.790 8.703 15.907 -1.34
C 21.654 9.175 16.668 0.16
N 22.150 9.626 17.904 0.02
C 24.930 10.672 21.284 -1.22
C 24.209 11.240 22.295 -1.17
N 19.904 11.239 21.104 0.11
C 16.106 10.851 20.456 -0.92
C 15.266 11.847 19.917 0.01
C 13.938 11.881 20.256 -0.83
C 13.314 10.881 21.029 0.70
O 11.947 10.979 21.105 -0.45
C 11.200 10.198 22.091 -0.73
C 14.146 9.910 21.578 -0.62
C 15.503 9.937 21.307 -0.24
H 18.513 6.157 9.481 0.25
H 17.401 6.169 10.905 0.32
H 19.035 5.389 11.028 0.33
H 18.377 6.124 13.284 0.43
H 19.024 6.910 15.466 0.58
H 20.875 10.330 13.778 0.66
H 20.223 9.576 11.569 0.38
H 17.506 9.079 15.825 0.59
H 16.012 9.984 17.924 0.54
H 17.104 11.576 22.860 0.50
H 19.365 12.394 24.202 0.41
H 22.828 10.401 25.036 0.45
H 23.261 11.420 27.164 0.45
H 23.389 14.701 29.521 0.26
H 24.317 13.281 28.948 0.31
H 22.578 13.062 29.286 0.31
H 21.956 15.247 25.546 0.37
H 21.439 14.120 23.448 0.57
H 25.685 7.298 18.441 0.54
H 27.998 6.878 17.862 0.40
H 31.723 7.665 18.200 0.26
H 30.484 6.890 17.165 0.29
H 30.284 6.895 18.970 0.36
H 28.986 10.990 18.674 0.39
H 26.534 11.469 18.988 0.66
H 24.958 8.576 16.382 0.54
H 22.716 8.335 14.900 0.60
H 25.986 10.459 21.317 0.57
H 24.546 11.768 23.187 0.55
H 15.675 12.619 19.281 0.53
H 13.252 12.647 19.829 0.35
H 10.183 10.524 22.090 0.25
H 11.669 10.331 23.091 0.32
H 11.326 9.120 21.838 0.29
H 13.773 9.122 22.232 0.39
H 16.093 9.125 21.679 0.50
S 21.459 16.323 12.243 0.16
N 22.636 15.385 12.960 -0.66
C 22.058 14.706 13.935 0.63
C 22.741 13.939 14.934 0.69
C 24.119 13.716 14.878 -0.86
C 24.739 13.243 16.029 -0.64
C 23.931 12.958 17.150 -0.49
N 22.604 13.007 17.156 0.46
C 21.970 13.537 16.077 -0.78
C 20.541 13.732 16.159 -0.40
N 19.855 13.281 17.230 0.57
C 18.556 13.604 17.348 -0.52
C 17.817 14.345 16.435 -0.80
C 18.491 14.760 15.276 -0.76
C 19.865 14.513 15.142 0.26
C 20.655 15.012 14.083 1.03
N 20.191 15.935 13.213 -0.61
H 24.703 14.017 13.996 0.50
H 25.802 13.140 16.139 0.54
H 24.387 12.614 18.084 0.38
H 18.091 13.201 18.235 0.38
H 16.750 14.544 16.604 0.44
H 18.007 15.277 14.461 0.56
O 22.095 16.026 19.715 -0.27
N 21.660 14.935 19.465 0.25
```

Properties
Lowest unoccupied orbital energy (spin up / spin down) ... -3.8 / -4.2 eV
Total charge ... +1
Highest occupied orbital energy (spin up / spin down) ... -9.177 / -9.329 eV
2S+1 ... 1
Relative energy (zero: lowest compared OMol25 entry of this formula, charge and spin) ... 4.39 kcal/mol
DFT total energy ... -103207.2531 eV
Frontier orbital gap (spin up / spin down) ... 5.401 / 5.178 eV

3.
# C11H14OS

A cluster of 2 separate species, C11H14OS in total (ωB97M-V with the def2-TZVPD basis set, the Open Molecules 2025 dataset).

Structure (XYZ):
```
27
Properties=species:S:1:pos:R:3:mulliken_charge:R:1
C -0.710 2.687 2.199 -0.74
C -1.944 3.171 2.447 -0.37
C -1.801 2.109 0.244 -0.66
C -0.579 2.038 0.947 0.81
C -1.411 -1.806 -1.275 0.76
C 0.763 1.516 0.658 -0.73
C -1.626 -2.089 -0.024 -0.29
C 1.431 1.253 -0.458 1.29
C -2.043 -3.393 0.599 -1.13
C 2.790 0.603 -0.429 -1.49
C 0.943 1.359 -1.829 -1.31
O -1.277 -1.360 -2.382 -0.46
S -3.008 2.984 1.155 -0.19
H 0.064 2.682 3.078 0.19
H -2.093 3.748 3.303 0.47
H -2.200 1.723 -0.584 0.57
H 1.245 1.214 1.646 0.10
H -1.217 -1.280 0.646 0.19
H -3.125 -3.477 0.413 0.26
H -1.803 -3.284 1.627 0.32
H -1.544 -4.302 0.345 0.36
H 3.152 0.180 0.530 0.35
H 3.540 1.269 -0.796 0.37
H 2.892 -0.422 -0.881 0.33
H -0.039 1.880 -1.971 0.27
H 0.976 0.342 -2.304 0.29
H 1.782 1.789 -2.378 0.42
```

Properties
Lowest unoccupied orbital energy ... 0.5 eV
Highest occupied orbital energy ... -8.230 eV
2S+1 ... 1
Relative energy (zero: lowest compared OMol25 entry of this formula, charge and spin) ... 59.64 kcal/mol
DFT total energy ... -24513.6267 eV
SMILES ... CC(C)=Cc1ccsc1.CC=C=O
Frontier orbital gap ... 8.752 eV

4.
# C22H29CrN10O2

A structure of composition C22H29CrN10O2 (ωB97M-V with the def2-TZVPD basis set, the Open Molecules 2025 dataset).

Structure (XYZ):
```
64
Properties=species:S:1:pos:R:3:mulliken_spin:R:1
Cr -0.043 0.181 -0.203 3.78
C -2.091 -1.806 0.149 0.01
C -0.709 -2.538 0.211 0.02
N 0.366 -1.800 -0.513 0.04
C 1.777 -1.962 -0.027 -0.04
C 2.578 -0.678 -0.258 0.16
C 3.951 -0.574 -0.321 -0.01
C 4.511 0.696 -0.434 0.03
C 3.705 1.827 -0.477 -0.01
C 2.335 1.660 -0.408 0.12
C 1.297 2.778 -0.326 -0.03
N -0.100 2.276 -0.509 0.07
C -1.161 2.676 0.461 -0.04
C -2.602 0.688 0.759 -0.03
N -2.020 -0.352 -0.178 -0.02
N 1.825 0.431 -0.315 -0.12
H -2.575 -1.925 1.117 -0.01
H -2.724 -2.297 -0.586 0.00
H -0.825 -3.545 -0.185 0.01
H -0.383 -2.625 1.243 0.00
H 0.347 -2.042 -1.497 0.01
H 2.273 -2.819 -0.480 0.00
H 1.729 -2.121 1.051 0.01
H 4.577 -1.456 -0.285 0.00
H 5.588 0.803 -0.476 0.00
H 4.139 2.816 -0.549 0.00
H 1.529 3.554 -1.054 0.00
H 1.369 3.236 0.662 0.00
H -0.404 2.485 -1.451 0.00
H -2.071 3.094 -0.011 -0.01
H -0.758 3.370 1.195 -0.01
H -4.471 0.849 0.063 0.00
H -2.936 0.141 1.654 -0.01
H -2.491 -0.165 -1.064 0.02
C 2.223 1.303 2.979 -0.01
C 1.057 0.438 3.318 0.03
N 0.375 -0.335 2.497 -0.07
C -0.582 -0.964 3.271 0.03
C -0.489 -0.547 4.556 0.00
N 0.554 0.352 4.578 0.00
C 1.018 1.083 5.748 0.00
N 0.948 2.497 5.533 0.00
N 2.095 3.229 5.474 0.00
N 1.797 4.454 5.283 0.00
C 0.417 4.568 5.206 0.00
C -0.395 5.684 4.990 0.00
C -1.753 5.470 4.933 0.00
C -2.306 4.182 5.092 0.00
C -1.518 3.074 5.314 0.00
C -0.140 3.304 5.369 0.00
H 2.631 0.996 2.020 0.01
H 3.009 1.223 3.731 0.00
H 1.940 2.358 2.931 -0.01
H -1.292 -1.667 2.866 0.00
H -1.053 -0.801 5.439 0.00
H 2.056 0.854 5.976 0.00
H 0.394 0.784 6.586 0.00
H 0.037 6.669 4.873 0.00
H -2.419 6.304 4.758 0.00
H -3.380 4.063 5.033 0.00
H -1.947 2.087 5.432 0.00
O -3.835 2.707 0.410 0.00
N -3.607 1.381 0.009 0.00
O -1.558 1.529 1.230 0.08
```

Properties
Lowest unoccupied orbital energy (spin up / spin down) ... -3.1 / -3.4 eV
Total charge ... +1
Highest occupied orbital energy (spin up / spin down) ... -8.110 / -8.098 eV
2S+1 ... 5
DFT total energy ... -70693.7243 eV
Frontier orbital gap (spin up / spin down) ... 5.018 / 4.730 eV

> What is the formula in the fourth record?

C22H29CrN10O2

> What is the DFT total energy in the third record?

-24513.6267 eV

> Which value of DFT total energy does entry 1 give?

-57478.6448 eV